No. 1
This record from the Open Molecules 2025 dataset describes 2 unconnected molecules or ions with the total composition C30H53FN7O5S2. The level of theory is ωB97M-V with the def2-TZVPD basis set.

XYZ file:
```
98
C30H53FN7O5S2, DFT ωB97M-V with the def2-TZVPD basis set
C 1.124 4.471 1.438
C 1.385 3.694 0.338
C 0.353 3.733 -0.876
N -1.056 3.484 -0.414
C -1.908 4.681 -0.355
C -2.490 4.966 -1.828
S -1.772 6.516 -2.574
C -0.460 6.053 -3.725
N 0.896 6.200 -3.603
N 1.421 5.725 -4.769
C 0.423 5.310 -5.570
O -0.808 5.485 -4.945
C -1.365 2.224 -0.178
N -0.404 1.222 -0.335
C -1.098 0.033 -0.032
C -0.319 -1.304 -0.095
C -0.565 -2.161 -1.405
C 0.432 -3.424 -1.297
C 1.421 -3.466 -2.548
C 2.769 -4.166 -2.075
C 3.995 -3.417 -2.754
C 4.743 -2.381 -1.810
C 3.807 -1.636 -0.767
C 4.288 -0.118 -0.575
C 5.731 -0.042 0.074
C 5.802 1.032 1.253
C 5.473 0.282 2.622
O 5.970 1.001 3.770
C 7.406 0.915 3.846
N -2.386 0.368 0.281
C -3.293 -0.783 0.604
C -3.604 -0.858 2.208
O -2.940 0.165 2.945
C -1.629 -0.224 3.379
C -1.605 -1.263 4.581
N -2.636 1.723 0.245
S -4.121 2.433 0.638
O -4.643 3.287 -0.413
O -3.917 3.131 1.891
F -5.304 1.351 0.939
H 1.451 4.190 2.476
H 0.516 5.397 1.259
H 2.275 3.003 0.283
H 0.655 3.072 -1.728
H 0.439 4.791 -1.280
H -1.220 5.560 -0.162
H -2.672 4.732 0.457
H -3.601 5.103 -1.851
H -2.225 4.084 -2.489
H 0.471 4.855 -6.584
H 0.771 -1.062 0.072
H -0.659 -1.937 0.778
H -0.344 -1.620 -2.362
H -1.626 -2.553 -1.423
H 1.074 -3.276 -0.372
H -0.134 -4.380 -1.125
H 1.632 -2.385 -2.810
H 0.910 -4.020 -3.380
H 2.691 -5.258 -2.375
H 2.922 -4.163 -0.961
H 3.631 -2.887 -3.685
H 4.743 -4.219 -3.043
H 5.571 -2.938 -1.283
H 5.193 -1.592 -2.490
H 3.923 -2.163 0.231
H 2.720 -1.598 -1.075
H 3.566 0.372 0.140
H 4.245 0.369 -1.594
H 6.502 0.196 -0.719
H 6.043 -1.030 0.524
H 5.065 1.861 1.067
H 6.844 1.467 1.248
H 5.874 -0.775 2.632
H 4.357 0.204 2.773
H 7.749 1.050 4.909
H 7.747 -0.077 3.408
H 7.858 1.711 3.184
H -4.231 -0.620 0.016
H -2.924 -1.790 0.299
H -3.307 -1.897 2.559
H -4.722 -0.834 2.327
H -0.992 -0.641 2.550
H -1.126 0.719 3.758
H -0.876 -2.085 4.292
H -1.268 -0.835 5.561
H -2.611 -1.767 4.646
C -6.390 -5.347 -0.004
C -7.444 -4.443 0.626
C -7.362 -2.996 0.131
C -6.034 -2.416 0.472
N -5.007 -1.966 0.736
H -5.377 -5.025 0.253
H -6.505 -6.371 0.355
H -6.482 -5.357 -1.093
H -7.330 -4.469 1.714
H -8.436 -4.841 0.398
H -8.143 -2.393 0.599
H -7.503 -2.952 -0.951
```

Output
Orbital gap ... 7.5 eV
HOMO ... -11.2 eV
Net charge ... +1
Energy above the lowest of the compared OMol25 structures with the same formula, charge and spin ... 128.0 kcal per mole
Max |F| ... 6.09 eV Å⁻¹
LUMO ... -0.1349 hartree

---

No. 2
This record from the Open Molecules 2025 dataset describes 9 unconnected molecules or ions with the total composition C30H53FO24. The level of theory is ωB97M-V with the def2-TZVPD basis set.

XYZ file:
```
108
C30H53FO24, DFT ωB97M-V with the def2-TZVPD basis set
F 0.837 0.138 -2.985
C 0.183 -0.180 -1.829
C -0.043 -1.497 -1.450
C -0.824 -1.741 -0.222
C -1.313 -0.618 0.518
C -1.092 0.676 0.043
C -0.358 0.856 -1.114
H 0.539 -2.183 -2.048
H -1.035 -2.740 0.130
H -1.970 -0.784 1.358
H -1.414 1.591 0.519
H -0.043 1.842 -1.422
C -1.008 -9.888 -2.220
O -0.289 -8.804 -1.634
C -0.886 -8.147 -0.654
O -2.006 -8.430 -0.299
O -0.042 -7.170 -0.367
C -0.382 -6.309 0.720
H -0.345 -10.291 -2.986
H -1.979 -9.631 -2.643
H -1.272 -10.653 -1.489
H -1.467 -6.293 0.819
H 0.054 -5.310 0.712
H -0.184 -6.847 1.648
C -4.512 -3.244 1.922
O -4.731 -4.582 2.311
C -3.717 -5.221 2.832
O -2.525 -4.951 2.632
O -4.248 -6.385 3.437
C -3.441 -7.160 4.282
H -4.228 -3.014 0.896
H -3.851 -2.650 2.554
H -5.463 -2.719 2.009
H -4.081 -7.840 4.845
H -2.851 -6.574 4.988
H -2.809 -7.814 3.682
C 6.003 5.300 -3.263
O 4.804 4.418 -3.043
C 4.917 3.190 -2.442
O 5.954 2.677 -2.055
O 3.717 2.652 -2.414
C 3.504 1.558 -1.493
H 6.737 5.414 -2.465
H 5.704 6.347 -3.318
H 6.541 4.998 -4.162
H 2.458 1.282 -1.622
H 3.601 1.929 -0.473
H 4.219 0.756 -1.675
C 5.521 0.668 4.843
O 4.385 0.757 3.981
C 4.161 -0.107 2.971
O 4.742 -1.180 2.701
O 3.058 0.306 2.256
C 2.487 -0.549 1.293
H 5.319 -0.073 5.617
H 5.800 1.555 5.411
H 6.401 0.251 4.354
H 1.882 -1.134 1.985
H 3.079 -1.385 0.920
H 1.793 -0.114 0.574
C -4.170 2.499 1.099
O -4.200 3.413 2.186
C -3.076 3.814 2.754
O -1.934 3.520 2.425
O -3.329 4.601 3.892
C -2.329 5.095 4.693
H -3.747 3.039 0.252
H -5.211 2.195 0.985
H -3.515 1.653 1.311
H -2.711 6.071 4.990
H -1.336 5.164 4.248
H -2.112 4.633 5.657
C 1.675 -0.385 6.254
O 0.729 0.171 5.430
C 0.065 1.294 5.749
O 0.109 1.931 6.713
O -0.804 1.632 4.871
C -1.220 0.719 3.771
H 2.074 0.371 6.930
H 2.480 -0.782 5.634
H 1.282 -1.184 6.883
H -1.398 -0.336 3.980
H -0.574 0.900 2.912
H -2.207 1.032 3.430
C 0.056 5.421 -1.251
O -0.315 6.015 -2.463
C -0.448 5.317 -3.596
O -0.188 4.114 -3.644
O -1.050 6.058 -4.608
C -1.382 5.344 -5.748
H -0.460 4.481 -1.053
H -0.369 6.058 -0.475
H 1.051 4.991 -1.137
H -1.656 5.873 -6.660
H -2.256 4.735 -5.513
H -0.511 4.733 -5.982
C 1.603 1.489 -5.335
O 0.749 0.606 -6.081
C -0.095 1.046 -6.965
O -0.358 2.221 -7.254
O -0.743 0.005 -7.395
C -1.683 0.081 -8.451
H 1.026 2.171 -4.710
H 2.216 2.126 -5.973
H 2.236 0.922 -4.653
H -2.549 0.681 -8.171
H -2.166 -0.895 -8.512
H -1.243 0.398 -9.396
```

Output
Orbital gap ... 10.1 eV
HOMO ... -9.9 eV
SMILES ... COC(=O)OC.COC(=O)OC.COC(=O)OC.COC(=O)OC.COC(=O)OC.COC(=O)OC.COC(=O)OC.COC(=O)OC.Fc1ccccc1
Energy above the lowest of the compared OMol25 structures with the same formula, charge and spin ... 75.6 kcal per mole
Max |F| ... 5.07 eV Å⁻¹
LUMO ... 0.0072 hartree

---

Among the records above, which one has the highest LUMO? C30H53FO24